1.
Molecular formula: C26H31ClN2O9
Method: DFT, wB97M-V/def2-TZVPD

Computed properties:
**Max |F|**: 0.0651 hartree/bohr
**Net charge**: 0
**Multiplicity**: 1
**Orbital gap**: 8.140 eV

Last column: Löwdin charge in e.
Cartesian coordinates (Å):
Cl 3.2090 -0.8512 -3.0768  0.67
O 1.1466 -3.9526 -3.8452  0.12
O -1.2405 -2.8134 2.1643  0.08
O 5.6718 -2.9642 0.4244  0.21
O -0.8918 -3.6409 -4.8145  0.07
O -2.1950 6.3831 0.1975  0.06
O -0.6097 1.8407 -1.8751  -0.21
O 3.5787 -1.5411 2.5438  0.13
O -1.2483 7.1844 2.0711  0.09
O -0.0046 6.9461 0.1967  0.16
N 4.2569 -1.1667 -0.2688  0.14
N 4.3037 -4.6233 3.1794  -0.13
C -0.3812 3.2696 -1.9245  -0.24
C -2.5365 -1.8935 -1.5798  -0.20
C 3.9478 -5.3493 1.9425  -0.14
C -1.5225 -2.9442 -0.9513  -0.13
C -0.0466 -2.4577 -0.8017  -0.06
C 0.4156 3.6319 -0.5814  -0.05
C -3.0186 6.8565 3.6983  -0.02
C -1.5592 1.4130 -2.8600  -0.23
C 2.7091 -2.2704 2.1295  -0.27
C 0.6118 -2.5355 0.5395  0.01
C 2.1891 -1.5037 -1.7460  -0.42
C -2.6633 7.2022 2.2709  -0.34
C 0.8186 -3.8546 2.8322  0.06
C 0.7688 -1.9134 -1.9391  -0.11
C -2.3776 -0.3991 -1.0754  -0.17
C 5.0097 -2.1550 -0.0794  -0.27
C 2.8705 -1.5973 -0.4078  -0.18
C -1.0461 6.8487 0.7655  -0.55
C 0.1917 -3.2423 -4.0233  -0.45
C 0.1753 -1.7792 -3.3915  -0.06
C 2.0484 -2.1179 0.6977  0.01
C 3.0882 -4.2606 3.9693  -0.17
C 2.1309 -3.4753 2.9766  -0.12
C -3.1277 6.1921 1.2602  -0.10
C -0.0902 -3.0316 1.8345  -0.30
C -2.7694 0.5784 -2.2817  -0.16
H 0.3724 -4.6953 3.4225  0.13
H 4.9459 -5.1527 3.7708  0.10
H -3.0461 5.1582 1.6086  0.14
H -1.6828 -3.4064 -4.2838  0.10
H -1.3854 3.7909 -1.8666  0.12
H 0.8386 -1.1616 -4.0698  0.10
H -3.2075 0.0040 -3.1601  0.11
H -3.1656 -0.2240 -0.2776  0.11
H -2.0094 2.3504 -3.3268  0.12
H -3.5737 -2.2312 -1.2588  0.12
H -1.4937 -3.8311 -1.6677  0.12
H -4.1473 6.3742 0.9207  0.14
H 3.0397 -6.0269 2.0552  0.09
H -1.9851 -3.3377 -0.0083  0.11
H 0.0369 4.6475 -0.2539  0.05
H 3.3719 -3.6383 4.8613  0.12
H -2.7081 5.8388 3.9478  0.09
H -3.0216 8.2086 2.0293  0.16
H 3.7985 -4.5895 1.1171  0.07
H -3.6114 1.2583 -1.9394  0.11
H -0.8346 -1.2944 -3.4166  0.08
H 4.7831 -6.0253 1.5759  0.09
H -1.0182 0.9012 -3.7204  0.12
H 0.1544 2.8075 0.1508  0.09
H -4.0937 6.9435 3.8659  0.09
H -1.3918 -0.1540 -0.6016  0.11
H 2.5705 -5.1943 4.3695  0.12
H 1.5069 3.6041 -0.8392  0.08
H -2.4997 7.5207 4.3926  0.09
H 0.1933 3.5416 -2.8575  0.13
H -2.5496 -1.9997 -2.7106  0.08

2.
Molecular formula: C3H6IO3
Method: DFT, wB97M-V/def2-TZVPD

Computed properties:
**ΔE to the lowest compared entry with this formula, charge and spin**: 15.8 kcal/mol
**Max |F|**: 0.0528 hartree/bohr
**Net charge**: -1
**Multiplicity**: 1
**Orbital gap**: 5.828 eV

Last column: Löwdin charge in e.
Cartesian coordinates (Å):
I -2.2251 4.7803 -3.5736  -1.00
O -1.1312 -0.1083 -0.1877  0.12
O 0.4867 -1.5672 0.4745  -0.03
O 0.9739 0.4722 0.5423  0.00
C -0.1793 -2.8042 0.2173  -0.05
C 0.0097 -0.3398 0.1823  -0.60
C 0.8133 1.9409 0.5115  0.01
H 0.6059 2.2856 -0.5015  0.10
H -0.0297 2.2788 1.1143  0.09
H -0.5145 -2.8042 -0.8199  0.09
H -1.0629 -2.9948 0.8264  0.09
H 0.5705 -3.5920 0.2898  0.09
H 1.6827 2.4525 0.9245  0.09

3.
Molecular formula: C8H9IN2S
Method: DFT, wB97M-V/def2-TZVPD

Computed properties:
**ΔE to the lowest compared entry with this formula, charge and spin**: 23.4 kcal/mol
**Max |F|**: 0.1139 hartree/bohr
**Net charge**: 0
**Multiplicity**: 1
**Orbital gap (alpha / beta)**: 6.028 / 5.929 eV

Last column: Löwdin charge in e.
Cartesian coordinates (Å):
I -1.5145 3.7464 0.1923  -0.13
S 0.0658 2.1339 -1.6428  0.68
N -3.1396 0.4369 -0.6075  0.02
N -2.6928 -0.0881 -1.7333  -0.10
C 0.6164 -1.9191 1.4665  -0.03
C 2.5058 -0.3478 1.4463  -0.04
C 0.1182 0.5756 -1.0930  -0.45
C 0.7721 -0.1009 -0.0837  -0.32
C 0.1676 -1.2784 0.3555  -0.02
C 1.9012 0.4156 0.4778  -0.01
C -1.5401 -0.3933 -2.0163  -0.03
C 1.9041 -1.5310 1.8986  -0.02
H 3.4011 -0.0670 1.7825  0.07
H -1.2313 -0.7069 -2.9886  0.07
H -0.6341 -1.7649 -0.0541  0.09
H 0.1895 -2.7249 1.8332  0.06
H -4.1406 0.6305 -0.7465  0.10
H 2.4923 -2.0911 2.6116  0.11
H -2.7116 1.2113 -0.0417  0.00
H 1.1642 2.6136 -1.1629  -0.12
H 2.3065 1.2495 0.1063  0.07

4.
Molecular formula: C2H2CdLiO2
Method: DFT, wB97M-V/def2-TZVPD

Computed properties:
**ΔE to the lowest compared entry with this formula, charge and spin**: 0.0 kcal/mol
**Max |F|**: 0.1169 hartree/bohr
**Net charge**: 0
**⟨S²⟩**: 0.754
**Multiplicity**: 2
**Orbital gap (alpha / beta)**: 4.791 / 4.642 eV

Last column: Löwdin spin population.
Cartesian coordinates (Å):
Cd 0.3714 1.4429 1.5801  0.61
O -1.1026 -0.0364 1.6475  0.12
O 0.7395 0.6552 -0.1406  0.15
C -0.2760 -0.5294 -0.4835  0.02
C -1.2238 -0.7621 0.6330  0.01
Li 2.1328 0.9999 -1.1472  0.09
H -0.8590 -0.2744 -1.3890  0.00
H 0.2176 -1.4958 -0.7004  0.00